1.
{"formula": "C4H7N2", "method": "the ωB97M-V functional and the def2-TZVPD basis", "spin_multiplicity": 3, "total_charge": 1, "s2": 2.022, "homo_lumo_gap_ha": [0.374, 0.219], "relative_energy_kcal_mol": 55.5, "homo_energy_ev": [-13.69, -14.42], "largest_force_ev_per_a": 4.9, "symbols": ["C", "C", "C", "C", "N", "N", "H", "H", "H", "H", "H", "H", "H"], "xyz": [[-0.28, -0.78, 1.56], [-0.08, -1.62, 2.51], [0.11, 1.04, -1.31], [-0.67, 0.22, 0.76], [-0.03, 0.12, -0.37], [0.59, 0.49, -2.51], [-0.70, -2.47, 2.68], [0.78, -1.55, 3.34], [-0.96, 1.39, -1.48], [0.54, 2.04, -1.04], [-1.45, 0.95, 0.98], [0.59, -0.61, -2.36], [1.55, 0.79, -2.76]], "mulliken_spin": [0.42, -0.05, 0.05, 0.13, 0.95, 0.16, 0.04, 0.06, 0.17, 0.04, 0.01, 0.01, 0.01]}


2.
{"formula": "C6H12O", "method": "the ωB97M-V functional and the def2-TZVPD basis", "smiles": "C[C@@H]1C[C@@H]1[C@@H](C)O", "homo_lumo_gap_ha": 0.406, "relative_energy_kcal_mol": 26.1, "homo_energy_ev": -10.05, "largest_force_ev_per_a": 0.5, "symbols": ["C", "C", "C", "C", "C", "C", "O", "H", "H", "H", "H", "H", "H", "H", "H", "H", "H", "H", "H"], "xyz": [[-2.04, -0.97, 0.01], [-1.47, 0.43, 0.04], [-0.61, 0.88, -1.13], [-0.01, 0.71, 0.23], [1.05, -0.34, 0.45], [2.32, 0.13, -0.24], [1.28, -0.52, 1.84], [-1.44, -1.63, -0.63], [-3.05, -0.96, -0.40], [-2.08, -1.43, 1.00], [-2.13, 1.16, 0.50], [-0.37, 0.10, -1.85], [-0.67, 1.87, -1.56], [0.23, 1.64, 0.75], [0.72, -1.29, 0.00], [2.02, 0.68, -1.14], [2.98, -0.68, -0.55], [2.87, 0.81, 0.42], [0.41, -0.58, 2.25]], "lowdin_charge": [-0.07, -0.29, -0.09, -0.26, -0.43, -0.03, -0.03, 0.07, 0.08, 0.08, 0.13, 0.11, 0.10, 0.15, 0.14, 0.08, 0.08, 0.09, 0.09]}


3.
{"formula": "C23H23N3O5S", "method": "the ωB97M-V functional and the def2-TZVPD basis", "smiles": "O=C(CN1C(=O)c2ccccc2C1=O)Nc1sc2c(c1C(=O)NC[C@@H]1CCCO1)CCC2", "homo_lumo_gap_ha": 0.274, "relative_energy_kcal_mol": 0.0, "homo_energy_ev": -7.81, "largest_force_ev_per_a": 0.7, "symbols": ["O", "C", "C", "N", "C", "O", "C", "C", "C", "C", "C", "C", "C", "O", "N", "C", "S", "C", "C", "C", "C", "O", "N", "C", "C", "C", "C", "C", "O", "C", "C", "C", "H", "H", "H", "H", "H", "H", "H", "H", "H", "H", "H", "H", "H", "H", "H", "H", "H", "H", "H", "H", "H", "H", "H"], "xyz": [[-2.04, -3.80, -0.81], [-1.01, -3.30, -0.42], [0.36, -3.97, -0.54], [1.44, -3.03, -0.39], [1.68, -1.99, -1.28], [1.09, -1.82, -2.32], [2.76, -1.18, -0.66], [3.36, -0.02, -1.08], [4.32, 0.55, -0.25], [4.67, -0.04, 0.95], [4.06, -1.22, 1.38], [3.10, -1.78, 0.55], [2.25, -2.97, 0.74], [2.21, -3.77, 1.65], [-0.97, -2.08, 0.17], [-2.01, -1.19, 0.17], [-3.61, -1.65, -0.26], [-4.12, -0.02, 0.02], [-3.11, 0.81, 0.39], [-1.85, 0.15, 0.49], [-0.52, 0.69, 0.77], [0.48, -0.03, 0.88], [-0.43, 2.03, 0.91], [0.84, 2.70, 0.96], [1.11, 3.44, -0.36], [2.47, 4.16, -0.37], [2.12, 5.57, -0.83], [0.67, 5.70, -0.36], [0.11, 4.42, -0.58], [-3.62, 2.21, 0.58], [-5.16, 2.02, 0.57], [-5.43, 0.66, -0.12], [0.46, -4.72, 0.24], [0.40, -4.46, -1.52], [3.08, 0.44, -2.02], [4.81, 1.47, -0.55], [5.41, 0.42, 1.58], [4.31, -1.68, 2.32], [-0.10, -1.62, 0.48], [-1.22, 2.60, 0.65], [0.83, 3.42, 1.79], [1.61, 1.94, 1.13], [1.02, 2.71, -1.18], [3.18, 3.67, -1.02], [2.88, 4.17, 0.64], [2.77, 6.33, -0.39], [2.17, 5.64, -1.91], [0.09, 6.42, -0.93], [0.63, 5.96, 0.70], [-3.30, 2.85, -0.24], [-3.29, 2.66, 1.52], [-5.52, 1.98, 1.60], [-5.66, 2.84, 0.07], [-5.69, 0.80, -1.17], [-6.25, 0.12, 0.36]], "lowdin_charge": [0.03, -0.45, -0.01, 0.03, -0.37, 0.15, -0.09, 0.01, -0.07, -0.06, 0.01, -0.08, -0.35, 0.14, 0.11, -0.42, 1.18, -0.49, -0.22, -0.09, -0.38, 0.04, 0.10, -0.11, -0.31, -0.13, -0.15, -0.20, -0.11, -0.13, -0.16, -0.17, 0.14, 0.15, 0.12, 0.10, 0.11, 0.12, 0.11, 0.11, 0.13, 0.12, 0.15, 0.10, 0.12, 0.11, 0.11, 0.12, 0.12, 0.12, 0.11, 0.11, 0.11, 0.11, 0.11]}


4.
{"formula": "C2H7NO2Si", "method": "the ωB97M-V functional and the def2-TZVPD basis", "smiles": "C[C@@H]([SiH3])[N+](=O)[O-]", "homo_lumo_gap_ha": 0.417, "relative_energy_kcal_mol": 130.9, "homo_energy_ev": -10.86, "largest_force_ev_per_a": 3.5, "symbols": ["C", "C", "Si", "N", "O", "O", "H", "H", "H", "H", "H", "H", "H"], "xyz": [[0.42, 1.27, 0.12], [-0.29, 0.01, -0.33], [1.03, -1.38, -0.20], [-1.64, 0.04, 0.34], [-1.74, 0.60, 1.39], [-2.51, -0.51, -0.30], [0.74, 1.17, 1.12], [-0.40, 2.07, 0.09], [1.28, 1.43, -0.54], [-0.53, 0.11, -1.36], [1.10, -2.13, -1.39], [2.18, -0.55, 0.09], [0.36, -2.14, 0.97]], "lowdin_charge": [-0.15, -0.45, 0.75, -0.43, 0.08, 0.06, 0.05, 0.11, 0.07, 0.09, -0.09, -0.05, -0.03]}


5.
{"formula": "C42H61BClF4MoOP3SSi", "method": "the ωB97M-V functional and the def2-TZVPD basis", "spin_multiplicity": 3, "s2": 2.029, "homo_lumo_gap_ha": [0.252, 0.247], "relative_energy_kcal_mol": 19.4, "homo_energy_ev": [-7.49, -7.86], "largest_force_ev_per_a": 1.9, "symbols": ["Mo", "C", "C", "C", "P", "C", "C", "C", "C", "C", "C", "C", "C", "C", "Si", "C", "C", "C", "C", "C", "C", "P", "C", "C", "C", "C", "C", "C", "C", "C", "C", "C", "C", "C", "P", "C", "C", "C", "C", "C", "C", "H", "H", "H", "H", "H", "H", "H", "H", "H", "H", "H", "H", "H", "H", "H", "H", "H", "H", "H", "H", "H", "H", "H", "H", "H", "H", "H", "H", "H", "H", "H", "H", "H", "H", "H", "H", "H", "H", "H", "H", "H", "H", "H", "H", "H", "H", "H", "H", "H", "H", "H", "H", "H", "H", "O", "H", "H", "F", "B", "F", "F", "F", "Cl", "S", "C", "C", "C", "C", "C", "C", "H", "H", "H", "H", "H"], "xyz": [[-0.82, 0.59, 0.63], [2.32, -4.94, 1.52], [2.11, -4.09, 0.26], [2.66, -4.80, -0.99], [0.38, -3.30, 0.17], [-0.68, -4.76, 0.73], [-0.49, -6.15, 0.11], [-2.18, -4.46, 0.79], [0.24, -3.07, -1.66], [0.01, -4.15, -2.52], [0.07, -4.00, -3.90], [0.35, -2.76, -4.44], [0.52, -1.67, -3.61], [0.45, -1.79, -2.22], [0.76, -0.22, -1.15], [1.19, 1.20, -2.35], [2.33, 1.19, -3.15], [2.67, 2.27, -3.95], [1.86, 3.39, -3.97], [0.71, 3.42, -3.19], [0.37, 2.34, -2.38], [-1.14, 2.27, -1.35], [-2.44, 1.88, -2.65], [-2.37, 2.77, -3.89], [-2.34, 0.42, -3.09], [-1.60, 3.99, -0.74], [-3.00, 3.88, -0.13], [-1.51, 5.26, -1.58], [2.45, -0.75, -0.44], [3.41, -1.46, -1.15], [4.54, -1.96, -0.52], [4.71, -1.77, 0.84], [3.77, -1.06, 1.57], [2.65, -0.54, 0.93], [1.43, 0.57, 1.71], [2.41, 2.17, 1.68], [2.29, 2.86, 0.32], [3.89, 2.04, 2.04], [1.57, 0.10, 3.51], [1.27, -1.41, 3.68], [0.74, 0.95, 4.47], [3.33, -5.34, 1.51], [1.63, -5.78, 1.58], [2.20, -4.33, 2.42], [2.74, -3.21, 0.39], [2.14, -5.74, -1.19], [3.71, -5.03, -0.83], [2.58, -4.17, -1.87], [-0.35, -4.81, 1.77], [-1.11, -6.27, -0.78], [-0.82, -6.90, 0.83], [0.54, -6.37, -0.15], [-2.60, -4.31, -0.21], [-2.38, -3.57, 1.39], [-2.70, -5.30, 1.25], [-0.19, -5.13, -2.11], [-0.08, -4.86, -4.54], [0.44, -2.65, -5.52], [0.70, -0.70, -4.06], [2.98, 0.32, -3.13], [3.57, 2.24, -4.55], [2.10, 4.23, -4.59], [0.08, 4.29, -3.23], [-3.40, 2.02, -2.14], [-1.45, 2.60, -4.44], [-2.44, 3.83, -3.65], [-3.22, 2.53, -4.53], [-1.31, 0.14, -3.31], [-2.92, 0.27, -4.00], [-2.75, -0.24, -2.33], [-0.89, 4.12, 0.08], [-3.78, 3.91, -0.89], [-3.17, 4.72, 0.55], [-3.13, 2.97, 0.45], [-2.14, 5.24, -2.47], [-0.49, 5.50, -1.87], [-1.87, 6.08, -0.96], [3.27, -1.65, -2.21], [5.28, -2.52, -1.09], [5.58, -2.18, 1.34], [3.91, -0.93, 2.63], [1.91, 2.79, 2.43], [2.81, 2.29, -0.45], [2.75, 3.86, 0.37], [1.25, 2.98, 0.04], [4.43, 1.44, 1.31], [4.05, 1.61, 3.03], [4.33, 3.04, 2.05], [2.62, 0.28, 3.73], [0.39, -1.55, 4.30], [2.11, -1.93, 4.15], [1.07, -1.89, 2.72], [-0.32, 0.76, 4.33], [0.93, 2.01, 4.34], [1.00, 0.69, 5.50], [-2.05, -1.44, -0.56], [-3.00, -1.42, -0.31], [-2.01, -1.73, -1.48], [-5.06, 0.34, 1.47], [-4.64, 0.38, 0.16], [-3.19, 0.73, 0.16], [-4.69, -0.89, -0.44], [-5.28, 1.34, -0.59], [-1.56, -0.76, 2.34], [-0.66, 2.60, 2.03], [-2.07, 2.93, 3.05], [-2.01, 4.12, 3.78], [-3.07, 4.48, 4.59], [-4.19, 3.66, 4.68], [-4.24, 2.48, 3.96], [-3.19, 2.11, 3.14], [-1.15, 4.76, 3.67], [-3.03, 5.40, 5.15], [-5.03, 3.96, 5.30], [-5.11, 1.83, 4.02], [-3.25, 1.20, 2.57]], "mulliken_spin": [2.01, 0.00, 0.00, 0.00, 0.03, 0.00, 0.00, 0.00, -0.01, 0.00, 0.00, 0.00, -0.01, 0.00, -0.11, -0.03, 0.00, 0.00, 0.00, 0.00, 0.02, 0.02, -0.04, 0.00, 0.02, 0.00, 0.02, 0.00, -0.03, 0.00, 0.00, 0.00, 0.00, -0.04, 0.00, -0.03, 0.06, 0.00, 0.01, 0.01, 0.00, 0.00, 0.00, 0.00, 0.00, 0.00, 0.00, 0.00, 0.00, 0.00, 0.00, 0.00, 0.00, 0.00, 0.00, 0.00, 0.00, 0.00, 0.00, 0.00, 0.00, 0.00, 0.00, 0.00, 0.00, 0.00, 0.00, 0.00, 0.00, 0.00, 0.00, 0.00, 0.00, 0.00, 0.00, 0.00, 0.00, 0.00, 0.00, 0.00, 0.00, 0.00, 0.00, 0.00, -0.01, 0.00, 0.00, 0.00, 0.00, 0.00, 0.00, 0.00, 0.00, 0.00, 0.00, -0.03, 0.01, 0.00, 0.00, 0.00, -0.06, 0.00, 0.00, 0.08, 0.02, 0.02, 0.02, -0.01, 0.02, -0.01, 0.05, 0.00, 0.00, 0.00, 0.00, 0.00]}


6.
{"formula": "C4H7BN2O", "method": "the ωB97M-V functional and the def2-TZVPD basis", "homo_lumo_gap_ha": 0.352, "relative_energy_kcal_mol": 66.6, "homo_energy_ev": -9.43, "largest_force_ev_per_a": 4.8, "symbols": ["B", "C", "C", "C", "C", "N", "N", "O", "H", "H", "H", "H", "H", "H", "H"], "xyz": [[0.97, 0.23, 0.16], [-1.29, -0.96, 0.10], [-1.53, 1.19, 0.29], [-0.53, 0.22, 0.36], [2.02, -0.98, -0.02], [-2.56, -0.74, 0.00], [-2.70, 0.58, 0.12], [2.17, 1.73, -0.58], [-0.79, -1.91, 0.16], [-1.60, 2.28, 0.32], [2.72, -0.79, -0.83], [1.30, -1.84, -0.30], [2.45, -1.31, 0.92], [-3.56, 1.05, 0.20], [2.93, 1.25, -0.91]], "lowdin_charge": [0.02, -0.14, -0.05, -0.12, -0.05, 0.05, -0.01, -0.25, 0.11, 0.15, 0.05, 0.07, 0.06, 0.15, -0.06]}